Version 1
Here is a structure of composition C3H10N2OS from the Open Molecules 2025 dataset. Energies are from ωB97M-V/def2-TZVPD.

* molecular weight: 122.193 g/mol
* 2S+1: 1
* charge: 0
* Kohn-Sham gap (spin up / spin down): 8.589 / 8.588 eV
* E_HOMO (spin up / spin down): -0.3168 / -0.3168 Eh

Atoms and positions in Å:
C1 1.2070 -1.3894 -0.2777
C2 1.3413 1.0463 -0.8342
C3 -1.2328 -0.1989 1.7477
N1 -1.8722 1.9851 -0.5982
N2 0.6249 -0.0599 -0.1473
O1 -1.4992 -1.2937 -0.5730
S1 -1.0859 -0.0593 -0.0754
H1 1.7294 -1.5024 -1.2732
H2 1.9918 -1.4864 0.5178
H3 0.4043 -2.1771 -0.1194
H4 0.8520 2.0519 -0.7580
H5 2.4111 1.2262 -0.5207
H6 1.4005 0.9818 -1.9568
H7 -2.0632 -0.7739 1.8792
H8 -0.3205 -0.8311 2.1593
H9 -1.3625 0.7834 2.1658
H10 -2.5259 1.6972 -1.3357



Version 2
Here is a cluster of 2 separate species, C3H10N2OS in total from the Open Molecules 2025 dataset. Energies are from ωB97M-V/def2-TZVPD.

* molecular weight: 122.193 g/mol
* 2S+1: 1
* charge: 0
* Kohn-Sham gap: 8.909 eV
* E_HOMO: -0.2990 Eh

Atoms and positions in Å:
C1 -1.3610 0.9629 -1.0665
C2 -0.0568 1.8755 -1.1786
N1 1.0542 1.1465 -1.7047
S1 1.4001 -0.2238 -0.6960
O1 2.6155 0.4602 0.2325
H1 -1.2341 0.1452 -1.8308
H2 -1.4726 0.3935 -0.0951
H3 -2.0788 1.6706 -1.2084
H4 -0.2522 2.6013 -2.0051
H5 0.4528 2.4624 -0.3606
H6 0.8343 0.7000 -2.6083
H7 3.1142 1.2156 -0.2093
C3 -0.6715 -2.7810 2.8936
N2 0.0787 -2.3746 2.0099
H8 -1.7445 -3.0781 2.7450
H9 -0.2695 -2.7638 3.9159
H10 -0.4090 -2.4122 1.1664



What should be chosen as the most stable of them? Choose version 2.



Version 1
Here is the ion C5H12N4 with charge +2 from the Open Molecules 2025 dataset. Energies are from ωB97M-V/def2-TZVPD.

* molecular weight: 128.179 g/mol
* 2S+1: 1
* charge: +2
* Kohn-Sham gap (spin up / spin down): 6.990 / 8.441 eV
* E_HOMO (spin up / spin down): -0.5635 / -0.6138 Eh

Atoms and positions in Å:
C1 0.0984 1.6780 0.8243
C2 2.3484 1.4483 -0.1944
C3 -0.7912 -1.3313 0.6867
C4 -1.0856 -0.2516 -0.2757
C5 -0.1436 -0.1913 -1.5200
N1 1.2406 1.6240 0.1668
N2 -0.9727 0.7860 0.6617
N3 3.3506 1.5305 -0.9349
N4 -1.8076 -2.2942 1.1771
H1 0.1460 2.5053 1.5180
H2 0.0333 -1.1931 1.2698
H3 -2.1828 -0.2031 -0.4190
H4 -0.5522 -0.8693 -2.3087
H5 0.7830 -0.5943 -1.4088
H6 0.0453 0.7987 -2.0451
H7 -1.6720 0.8617 1.3955
H8 4.2850 1.6247 -0.6890
H9 3.1637 1.8326 -1.8725
H10 -2.1859 -2.8624 0.3553
H11 -2.7076 -2.0021 1.6152
H12 -1.3934 -2.8970 1.9979



Version 2
Here is the ion C5H12N4 with charge +2 from the Open Molecules 2025 dataset. Energies are from ωB97M-V/def2-TZVPD.

* molecular weight: 128.179 g/mol
* 2S+1: 1
* charge: +2
* Kohn-Sham gap (spin up / spin down): 8.794 / 8.787 eV
* E_HOMO (spin up / spin down): -0.7071 / -0.7070 Eh

Atoms and positions in Å:
C1 0.1791 -1.5974 1.0533
C2 -1.1108 0.5374 0.2614
C3 1.5688 -0.4432 2.7838
C4 -1.8248 0.2494 -2.3216
C5 0.5358 -0.0822 -1.5430
N1 -1.4242 -0.7308 -0.2173
N2 0.5275 -0.5946 1.7089
N3 -0.0555 0.6067 1.2997
N4 -0.8705 0.1628 -1.1472
H1 -0.0431 -2.5837 0.9306
H2 -1.9441 1.3932 0.4091
H3 1.6641 -1.3184 3.2610
H4 2.4789 0.0478 2.2001
H5 1.0803 0.1900 3.4785
H6 -1.6794 -0.6038 -2.8166
H7 -2.7519 0.2386 -1.8466
H8 -1.7953 1.2278 -2.7063
H9 0.7212 0.3428 -2.4813
H10 1.2682 0.2874 -0.6948
H11 0.7383 -1.1931 -1.6479
H12 0.0038 1.3114 2.0275



What should be chosen as the most stable of them? Choose version 1.



Version 1
Here is an isolated molecule of C7H10N2O from the Open Molecules 2025 dataset. Energies are from ωB97M-V/def2-TZVPD.

* molecular weight: 138.170 g/mol
* 2S+1: 1
* charge: 0
* Kohn-Sham gap: 8.685 eV
* E_HOMO: -0.2922 Eh

Atoms and positions in Å:
C1 2.3811 -1.2263 0.1877
C2 0.9177 -0.8512 0.0009
C3 0.0141 -1.8826 -0.0255
C4 -1.3330 -1.6624 -0.1720
N1 -1.9040 -0.4332 -0.1344
O1 -3.1505 -0.2807 -0.1975
C5 -1.0489 0.5967 -0.0199
C6 -1.5332 2.0127 0.2729
C7 0.4425 0.4379 -0.1326
N2 1.1353 1.6332 -0.2253
H1 3.0141 -0.4728 0.5448
H2 2.5686 -2.0697 0.8032
H3 2.6694 -1.7144 -0.6930
H4 0.3998 -2.8830 -0.0768
H5 -2.0849 -2.4474 -0.0978
H6 -1.6309 2.6778 -0.6049
H7 -2.5227 1.8962 0.5458
H8 -0.9287 2.4760 1.0359
H9 2.1133 1.7812 -0.5824
H10 0.4808 2.4119 -0.4292



Version 2
Here is an isolated molecule of C7H10N2O from the Open Molecules 2025 dataset. Energies are from ωB97M-V/def2-TZVPD.

* molecular weight: 138.170 g/mol
* 2S+1: 1
* charge: 0
* Kohn-Sham gap: 9.453 eV
* E_HOMO: -0.3150 Eh

Atoms and positions in Å:
C1 -0.2799 -0.5202 0.3974
C2 -1.2289 0.5334 0.0613
C3 0.4279 2.1039 -2.4219
C4 0.7244 -1.4035 -0.2241
C5 0.3650 -1.2533 1.2200
C6 -2.5640 0.5887 0.5605
C7 0.8778 -1.5088 2.5619
N1 -0.8236 1.5508 -0.5880
N2 1.5504 1.7764 -3.0808
O1 0.4326 1.4876 -1.2546
H1 0.5044 -2.3995 -0.6431
H2 1.6269 -0.8154 -0.6357
H3 -2.9304 1.5618 0.2387
H4 -3.0848 -0.4402 0.3827
H5 -2.5819 0.5236 1.5964
H6 0.3040 -1.0886 3.4039
H7 0.9244 -2.5840 2.8042
H8 1.9033 -1.0880 2.5276
H9 1.4726 1.7906 -4.0472
H10 2.3798 1.1847 -2.8590



What should be chosen as the most stable of them? Choose version 1.



Version 1
Here is a structure of composition FH3S from the Open Molecules 2025 dataset. Energies are from ωB97M-V/def2-TZVPD.

* molecular weight: 54.089 g/mol
* 2S+1: 1
* charge: 0
* Kohn-Sham gap: 11.147 eV
* E_HOMO: -0.3811 Eh

Atoms and positions in Å:
H1 1.0579 -0.6012 0.4553
H2 -0.6712 0.0085 -0.9730
H3 -1.6468 0.7772 0.5294
F1 1.6397 -0.5951 -0.2846
S1 -0.3795 0.4107 0.2730



Version 2
Here is a cluster of 2 separate species, FH3S in total from the Open Molecules 2025 dataset. Energies are from ωB97M-V/def2-TZVPD.

* molecular weight: 54.089 g/mol
* 2S+1: 1
* charge: 0
* Kohn-Sham gap: 9.544 eV
* E_HOMO: -0.3290 Eh

Atoms and positions in Å:
F1 1.2050 -0.3876 -0.1096
H1 1.7444 0.2792 -0.4766
S1 -1.2156 -0.4006 -0.1686
H2 -0.1989 -0.3733 0.7070
H3 -1.5350 0.8823 0.0477



What should be chosen as the most stable of them? Choose version 1.



Version 1
Here is an isolated molecule of C5H3NO from the Open Molecules 2025 dataset. Energies are from ωB97M-V/def2-TZVPD.

* molecular weight: 93.085 g/mol
* 2S+1: 1
* charge: 0
* Kohn-Sham gap: 10.391 eV
* E_HOMO: -0.3533 Eh

Atoms and positions in Å:
N1 3.0219 -0.7580 -0.1343
C1 1.9731 -0.2696 -0.0862
C2 0.5929 0.0671 -0.0429
C3 -0.4558 -0.9158 -0.2838
C4 -1.6205 -0.2653 -0.0442
O1 -1.2928 1.1347 0.4104
C5 0.0436 1.2407 0.3508
H1 -0.1900 -1.9447 -0.5712
H2 -2.7006 -0.4396 -0.1303
H3 0.6282 2.1504 0.5317



Version 2
Here is a cluster of 2 separate species, C5H3NO in total from the Open Molecules 2025 dataset. Energies are from ωB97M-V/def2-TZVPD.

* molecular weight: 93.085 g/mol
* 2S+1: 1
* charge: 0
* Kohn-Sham gap: 10.447 eV
* E_HOMO: -0.3665 Eh

Atoms and positions in Å:
N1 2.7567 -0.9043 -0.1609
C1 1.9274 -0.1011 -0.0189
C2 1.0561 1.0189 0.1272
C3 -0.1750 1.2293 0.5091
O1 -1.2705 1.5157 0.7399
H1 1.3174 2.1008 0.2471
C4 -1.8264 -0.8736 -0.2840
C5 -0.7740 -1.4366 -0.4127
H2 -2.8527 -0.6001 -0.2341
H3 -0.0374 -2.1794 -0.5965



What should be chosen as the most stable of them? Choose version 1.



Version 1
Here is a cluster of 2 separate species, CH7N3 in total from the Open Molecules 2025 dataset. Energies are from ωB97M-V/def2-TZVPD.

* molecular weight: 61.088 g/mol
* 2S+1: 1
* charge: 0
* Kohn-Sham gap: 10.197 eV
* E_HOMO: -0.3412 Eh

Atoms and positions in Å:
H1 1.6348 -0.6035 3.3400
N1 1.4401 -0.1426 2.4540
C1 2.1765 -0.4251 1.4712
N2 1.9876 0.1599 0.2463
H2 3.0127 -1.1215 1.4696
H3 2.4261 -0.2503 -0.5612
H4 1.3689 0.9294 0.0473
N3 -3.6429 0.6014 -2.0639
H5 -3.4387 0.3998 -3.0415
H6 -4.2276 -0.1565 -1.7196
H7 -2.7375 0.6090 -1.6423



Version 2
Here is a cluster of 2 separate species, CH7N3 in total from the Open Molecules 2025 dataset. Energies are from ωB97M-V/def2-TZVPD.

* molecular weight: 61.088 g/mol
* 2S+1: 1
* charge: 0
* Kohn-Sham gap: 10.462 eV
* E_HOMO: -0.3428 Eh

Atoms and positions in Å:
H1 0.9525 0.7793 1.9352
N1 0.6766 0.1629 1.1790
C1 1.1435 0.5555 0.0702
N2 0.7922 0.0040 -1.1358
H2 1.7372 1.4708 -0.0250
H3 1.5138 -0.0133 -1.8158
H4 0.0246 -0.6402 -1.1607
N3 -2.0793 -0.6006 -0.0590
H5 -2.6036 -1.4094 0.2613
H6 -1.3869 -0.4275 0.6696
H7 -2.6674 0.2134 -0.1582



What should be chosen as the most stable of them? Choose version 2.